{"formula": "C30H32InN7O", "method": "ωB97M-V/def2-TZVPD", "species": ["In", "C", "C", "C", "C", "C", "N", "C", "C", "C", "C", "C", "C", "C", "N", "C", "C", "C", "N", "C", "C", "N", "C", "C", "C", "N", "H", "H", "H", "H", "H", "H", "H", "H", "H", "H", "H", "H", "H", "H", "H", "H", "H", "H", "C", "C", "N", "O", "H", "H", "H", "H", "H", "C", "C", "C", "C", "C", "C", "C", "C", "N", "H", "H", "H", "H", "H", "H", "H", "H", "H"], "xyz": [[1.16763, -0.11450, 0.00138], [0.27397, 4.98123, 4.08130], [-0.04852, 3.78411, 3.22803], [-0.37592, 2.56083, 3.79876], [-0.63448, 1.44594, 3.01309], [-0.57823, 1.51483, 1.63070], [-0.80951, 0.38475, 0.80486], [-1.99697, 0.46319, 0.09658], [-3.02441, 1.35197, 0.48128], [-4.22394, 1.46536, -0.19247], [-4.49915, 0.70800, -1.32493], [-5.77963, 0.85316, -2.10092], [-3.51241, -0.17806, -1.71817], [-2.31224, -0.32516, -1.03056], [-1.44229, -1.33995, -1.53089], [-1.81972, -2.54703, -1.99993], [-0.72188, -3.13626, -2.58031], [0.30343, -2.20340, -2.40500], [-0.13483, -1.11756, -1.77805], [-0.23513, 2.74749, 1.06394], [0.02526, 3.85991, 1.84070], [-0.12692, 2.85189, -0.35704], [-0.62282, 3.81273, -1.16113], [-0.25796, 3.50355, -2.44998], [0.47297, 2.31213, -2.33414], [0.54757, 1.93039, -1.07039], [-0.30259, 4.97007, 5.00607], [0.05775, 5.91201, 3.55695], [1.33186, 4.99246, 4.35273], [-0.42939, 2.47590, 4.87786], [-0.89295, 0.49780, 3.46776], [-2.87880, 1.96307, 1.36106], [-4.96374, 2.16754, 0.17611], [-6.49526, 1.46837, -1.55595], [-6.24606, -0.11540, -2.28809], [-5.60686, 1.32629, -3.07012], [-3.66077, -0.77943, -2.60830], [-2.83099, -2.89165, -1.87120], [-0.65452, -4.11577, -3.01840], [1.34436, -2.29200, -2.66498], [0.31911, 4.78605, 1.35884], [-1.20871, 4.62017, -0.75662], [-0.50041, 4.05036, -3.34348], [0.93352, 1.71188, -3.10145], [4.36044, 2.35636, 0.97966], [3.27756, 1.40641, 0.55778], [3.28268, 0.70216, -0.53757], [2.25866, 1.27786, 1.33257], [5.12304, 2.47185, 0.21216], [4.81939, 1.99751, 1.90058], [3.91231, 3.32658, 1.19275], [4.09090, 0.81345, -1.13357], [3.06073, -1.75089, -0.38410], [-0.07797, -2.82438, 1.65832], [0.70952, -3.73736, 0.76984], [0.36094, -5.07575, 0.66382], [1.06942, -5.95330, -0.14328], [2.16478, -5.47731, -0.84349], [2.54986, -4.14574, -0.76466], [3.74605, -3.65481, -1.53070], [1.81225, -3.24669, 0.03781], [2.17220, -1.91618, 0.09184], [-0.76000, -3.39173, 2.29238], [-0.68631, -2.11154, 1.09752], [0.57551, -2.23716, 2.31102], [-0.48889, -5.43139, 1.23661], [0.78276, -6.99462, -0.21162], [2.74025, -6.15280, -1.46756], [4.18321, -4.46078, -2.11872], [4.52255, -3.26551, -0.86507], [3.48874, -2.84151, -2.21986]], "relative_energy_kcal_mol": 0.0, "homo_lumo_gap_ha": 0.270, "multiplicity": 1, "charge": 0, "lumo_ev": 0.5, "e_homo_ev": -6.89}

***

{"formula": "C30H32N3", "method": "ωB97M-V/def2-TZVPD", "species": ["C", "C", "C", "C", "C", "C", "C", "C", "C", "N", "C", "C", "H", "H", "H", "H", "H", "H", "H", "H", "H", "H", "H", "H", "H", "H", "H", "C", "N", "C", "C", "C", "C", "C", "N", "C", "C", "C", "C", "C", "C", "C", "C", "C", "C", "C", "C", "C", "H", "H", "H", "H", "H", "H", "H", "H", "H", "H", "H", "H", "H", "H", "H", "H", "H"], "xyz": [[3.39155, 6.00381, 1.19337], [4.19331, 5.46113, 2.20266], [3.93665, 4.17430, 2.68547], [2.86514, 3.42821, 2.18621], [2.61607, 2.02352, 2.70065], [3.34243, 0.97020, 1.85792], [3.23581, -0.50655, 2.29790], [3.39535, -1.31108, 0.98896], [3.46485, -0.25892, -0.13222], [2.87475, 0.93645, 0.48599], [2.04981, 3.98521, 1.19556], [2.31871, 5.26112, 0.68949], [3.59800, 6.99899, 0.80586], [5.02442, 6.03099, 2.61054], [4.56124, 3.73431, 3.46403], [2.99049, 1.93314, 3.73127], [1.54002, 1.78966, 2.68495], [4.42969, 1.23220, 1.89406], [3.98368, -0.77560, 3.04640], [2.24668, -0.69405, 2.73151], [4.28460, -1.94698, 0.99244], [2.52514, -1.95847, 0.84042], [4.52633, -0.09519, -0.41504], [2.91302, -0.56337, -1.02589], [3.09723, 1.78990, -0.02029], [1.19843, 3.40999, 0.82923], [1.68940, 5.66688, -0.09987], [-0.67454, 3.18937, -2.79324], [-1.17440, 1.92871, -2.27699], [-0.78376, 1.32539, -1.11481], [-1.45244, 0.08511, -0.98121], [-1.24403, -0.82485, 0.07063], [-2.09532, -1.89952, 0.39960], [-3.48512, -2.05120, 0.16276], [-3.86230, -3.32757, 0.45164], [-5.17309, -3.90230, 0.20882], [-2.76159, -4.05851, 0.92400], [-1.64412, -3.18839, 0.93425], [-0.37404, -3.72063, 1.13531], [-0.24032, -5.10844, 1.32760], [-1.36168, -5.95424, 1.27512], [-2.64889, -5.43495, 1.05920], [-2.29211, -0.05705, -2.18156], [-2.10401, 1.12514, -2.93979], [-2.65856, 1.33430, -4.19685], [-3.45958, 0.30822, -4.72505], [-3.65660, -0.87833, -3.99631], [-3.02617, -1.08867, -2.75619], [-1.11482, 3.33624, -3.78860], [-0.96019, 4.03794, -2.15761], [0.41806, 3.18374, -2.89110], [-0.03594, 1.74166, -0.44971], [-0.36547, -0.67720, 0.69495], [-4.17369, -1.29365, -0.20955], [-5.11706, -4.96615, 0.43589], [-5.93878, -3.43824, 0.84534], [-5.48401, -3.77517, -0.83951], [0.47807, -3.03959, 1.11642], [0.74601, -5.53242, 1.51213], [-1.22587, -7.02964, 1.40211], [-3.53034, -6.06962, 0.98780], [-2.48223, 2.26728, -4.73156], [-3.92584, 0.43050, -5.70484], [-4.30957, -1.65710, -4.39784], [-3.09844, -2.03997, -2.23286]], "relative_energy_kcal_mol": 1.3, "homo_lumo_gap_ha": 0.237, "multiplicity": 1, "charge": 1, "lumo_ev": -4.4, "e_homo_ev": -10.89}

***

{"formula": "C30H33Cl2ErGeN2O4P", "method": "ωB97M-V/def2-TZVPD", "species": ["Er", "N", "C", "C", "C", "C", "C", "C", "P", "C", "C", "C", "C", "C", "C", "C", "C", "C", "C", "C", "C", "H", "H", "H", "H", "H", "H", "H", "H", "H", "H", "H", "H", "H", "H", "H", "H", "O", "C", "C", "C", "C", "C", "C", "C", "O", "N", "O", "O", "H", "H", "H", "H", "Cl", "C", "Cl", "H", "H", "C", "Ge", "C", "C", "C", "H", "H", "H", "H", "H", "H", "H", "H", "H", "H", "H"], "xyz": [[-10.16234, 14.86705, 8.10611], [-7.54747, 13.42280, 7.84108], [-6.71022, 12.99380, 6.74455], [-5.66645, 12.06824, 6.89995], [-4.94828, 11.66758, 5.81507], [-5.20340, 12.16581, 4.54826], [-6.28137, 13.03135, 4.35086], [-7.08365, 13.40274, 5.44682], [-8.38227, 14.59047, 5.23274], [-7.46719, 16.02557, 4.78601], [-6.94302, 16.79954, 5.81625], [-6.51674, 18.08708, 5.57259], [-6.63500, 18.63049, 4.30046], [-7.00141, 17.83391, 3.23026], [-7.38455, 16.53206, 3.45868], [-9.24302, 14.06740, 3.69477], [-9.29554, 12.70214, 3.32707], [-10.10716, 12.26831, 2.30212], [-10.88992, 13.17032, 1.57648], [-10.76177, 14.52580, 1.84391], [-10.03435, 14.94774, 2.94746], [-6.96425, 13.72749, 8.61589], [-8.20802, 12.67435, 8.14467], [-5.46114, 11.68136, 7.91308], [-4.10886, 10.99976, 5.96159], [-4.57509, 11.87048, 3.74432], [-6.46908, 13.44218, 3.36889], [-6.95870, 16.42246, 6.85285], [-6.06441, 18.69649, 6.35350], [-6.41293, 19.67035, 4.15558], [-6.93399, 18.22142, 2.23100], [-7.62846, 15.88078, 2.62566], [-8.74207, 11.90673, 3.86633], [-10.04618, 11.23758, 1.99694], [-11.47839, 12.85779, 0.74653], [-11.27474, 15.21816, 1.16919], [-10.14673, 16.02191, 3.29110], [-11.49324, 14.99886, 6.43008], [-12.57162, 15.69665, 6.31279], [-13.48119, 15.96687, 7.33837], [-14.69016, 16.65759, 7.02882], [-15.62763, 16.91463, 7.96730], [-15.49738, 16.38140, 9.25095], [-14.35090, 15.71418, 9.61324], [-13.25769, 15.54971, 8.68851], [-12.09726, 15.10694, 9.12340], [-16.69107, 17.79775, 7.67891], [-17.56420, 18.02511, 8.56654], [-16.80088, 18.30570, 6.50439], [-12.77064, 16.03300, 5.31684], [-14.87965, 17.01130, 5.99166], [-16.33410, 16.55089, 9.95252], [-14.24686, 15.38387, 10.62685], [-8.73976, 15.62086, 10.38172], [-8.91153, 17.33473, 9.91604], [-10.07827, 17.53096, 8.40435], [-7.93207, 17.71939, 9.67862], [-9.37930, 17.87217, 10.74083], [-11.94155, 10.02160, 9.69843], [-11.01116, 10.95098, 8.20973], [-9.52812, 9.81690, 7.48562], [-12.17704, 11.21319, 6.65738], [-10.22949, 12.60068, 8.98554], [-13.02943, 9.93039, 9.54358], [-11.80815, 10.64263, 10.60708], [-11.44444, 9.08460, 9.85657], [-9.90428, 8.79840, 7.52212], [-8.60072, 9.86731, 8.07443], [-9.35381, 10.08819, 6.41878], [-12.11835, 10.41812, 5.93749], [-11.87285, 12.12230, 6.15617], [-13.22429, 11.32483, 6.96660], [-9.42992, 12.24236, 9.60286], [-10.96159, 12.95319, 9.76982]], "relative_energy_kcal_mol": 58.1, "homo_lumo_gap_ha": [0.249, 0.248], "multiplicity": 4, "charge": 1, "lumo_ev": [-3.9, -3.9], "e_homo_ev": [-10.67, -10.64]}